DFT (ωB97M-V/def2-TZVPD) results for a structure of composition C34H38F7N3O5SSbSi2W.

```
92
Properties=species:S:1:pos:R:3:mulliken_spin:R:1
W 1.81 -0.71 3.16 1.1030
C -3.77 1.54 2.34 0.0000
Si -1.90 1.12 2.30 0.0024
C -1.05 2.34 3.41 -0.0008
C -2.01 -0.83 2.51 -0.0093
C -2.91 -1.12 1.50 0.0052
C -3.31 -2.40 1.11 -0.0029
C -2.85 -3.49 1.83 0.0014
C -2.10 -3.17 2.98 -0.0024
C -1.60 -1.91 3.33 0.0084
Si -0.22 -1.70 4.55 -0.0520
C 0.18 -3.33 5.14 -0.0011
C -0.79 -0.49 5.90 0.0036
H -4.03 1.25 3.36 0.0000
H -4.44 0.99 1.64 0.0000
H -4.04 2.59 2.37 0.0000
H -0.09 2.05 3.81 0.0012
H -1.71 2.44 4.29 -0.0001
H -0.88 3.32 2.91 0.0003
H -3.28 -0.34 0.87 0.0008
H -3.93 -2.51 0.27 -0.0001
H -3.06 -4.53 1.58 0.0000
H -1.89 -4.05 3.58 -0.0003
H -0.63 -3.99 5.41 -0.0011
H 0.80 -3.24 6.02 0.0006
H 0.66 -3.96 4.39 0.0021
H -1.74 -0.90 6.35 -0.0013
H -0.97 0.55 5.60 0.0008
H -0.02 -0.40 6.70 0.0003
F -4.19 1.64 -3.42 0.0000
C -2.89 1.70 -3.09 0.0000
C -2.44 1.75 -1.83 0.0000
C -1.06 1.80 -1.62 -0.0001
C -0.57 1.55 -0.28 -0.0059
O -1.46 1.24 0.57 0.0017
C 0.78 1.65 -0.11 0.0054
C 1.62 1.92 -1.17 -0.0012
N 1.20 1.98 -2.40 0.0001
C 2.09 2.19 -3.49 0.0001
C 2.22 1.06 -4.43 0.0000
C 3.40 1.50 -3.61 0.0000
C -0.16 1.89 -2.69 0.0004
C -0.65 1.88 -4.01 -0.0001
C -2.03 1.78 -4.21 0.0001
N -2.52 1.54 -5.51 0.0000
C -3.84 2.08 -6.00 0.0001
C -3.63 2.37 -7.44 0.0000
N -2.57 1.41 -8.04 0.0000
C -2.82 0.06 -7.43 0.0000
C -2.53 0.11 -5.91 0.0000
C 1.50 1.31 1.15 0.0017
O 2.60 1.76 1.34 -0.0009
O 0.85 0.47 1.90 -0.0243
H -3.09 1.53 -0.94 0.0000
H 2.70 2.10 -0.99 0.0001
H 1.91 3.24 -3.88 0.0000
H 2.23 1.20 -5.53 0.0000
H 1.73 0.14 -4.13 0.0000
H 4.16 2.09 -4.08 0.0000
H 3.68 0.86 -2.79 0.0000
H -0.01 2.01 -4.89 0.0000
H -4.18 2.93 -5.43 0.0000
H -4.57 1.32 -5.83 0.0000
H -3.24 3.35 -7.67 0.0000
H -4.53 2.26 -8.06 0.0000
H -1.71 1.82 -7.69 0.0000
H -2.59 1.32 -9.06 0.0000
H -2.22 -0.72 -7.90 0.0000
H -3.84 -0.17 -7.59 0.0000
H -1.54 -0.25 -5.72 0.0000
H -3.31 -0.45 -5.35 0.0000
O 2.43 -2.75 -0.17 0.0051
C 2.69 -2.70 1.01 0.0057
O 1.78 -2.12 1.86 -0.0089
C 3.97 -3.22 1.65 0.0061
C 4.55 -4.38 1.12 0.0023
C 5.58 -5.01 1.77 -0.0039
C 6.17 -4.32 2.84 0.0022
C 5.69 -3.16 3.37 -0.0005
C 4.50 -2.69 2.82 0.0212
S 3.88 -1.33 3.83 -0.0804
H 4.06 -4.92 0.28 -0.0001
H 6.00 -5.93 1.36 0.0000
H 7.06 -4.81 3.19 0.0004
H 6.14 -2.66 4.20 -0.0009
F 1.78 0.74 4.43 0.0162
Sb 3.06 2.10 5.95 -0.0010
F 1.31 2.69 5.98 0.0004
F 3.57 3.34 4.69 0.0006
F 4.56 0.97 5.53 -0.0001
F 4.03 3.06 7.21 -0.0001
F 2.48 0.72 7.11 -0.0001
```

Summary:
* charge: +2
* energy relative to the best compared isomer or geometry (same formula, charge and spin): 4.347 eV
* maximum force: 2.7 eV/A
* molar mass: 1095.519 g mol⁻¹
* orbital gap (alpha / beta): 6.638 / 6.909 eV
* lowest unoccupied orbital energy (alpha / beta): -5.9 / -5.9 eV
* multiplicity: 2
* E: -104548.5181 eV